(1)
This record from OMol25 describes a structure of composition C22H53N4O9Y at a distorted geometry. The level of theory is ωB97M-V with the def2-TZVPD basis set.

Structure (XYZ):
```
89
Properties=species:S:1:pos:R:3
Y -2.5693 0.5790 2.9198
C 0.6094 -1.4758 0.9841
C 0.4782 0.0233 1.2100
O -0.7560 0.5764 1.5723
H 0.5259 -1.9950 1.9494
H 1.5964 -1.7047 0.5874
H -0.1523 -1.8631 0.3081
H 0.7968 0.4949 0.2698
H 1.2100 0.2678 2.0007
C 0.2637 2.0474 -3.8005
O -0.7604 1.5530 -3.0047
C -0.6805 0.1554 -2.8326
C -1.8926 -0.2997 -2.0569
O -3.0805 -0.2930 -2.8061
C -3.6313 0.9858 -3.0799
H 0.2195 3.1400 -3.8142
H 0.3278 1.6062 -4.7938
H 1.2468 1.9880 -3.2998
H 0.2604 -0.1089 -2.3224
H -0.6589 -0.3660 -3.8030
H -2.0188 0.3898 -1.2070
H -1.7150 -1.3090 -1.6831
H -4.6016 0.8293 -3.5477
H -3.0357 1.5026 -3.8347
H -3.6928 1.6082 -2.1826
C 3.2328 1.0854 -1.1597
O 4.4610 1.6106 -1.6414
C 5.1429 0.7339 -2.4910
C 5.0341 1.1268 -3.9414
O 3.6993 1.2708 -4.3465
C 3.6684 1.8822 -5.6064
H 3.4490 0.1545 -0.6105
H 2.5592 0.9000 -1.9960
H 2.8688 1.7719 -0.3973
H 4.8111 -0.3049 -2.3751
H 6.2094 0.7753 -2.2521
H 5.4853 0.3481 -4.5737
H 5.5907 2.0561 -4.1165
H 2.6415 1.9016 -5.9735
H 4.1851 1.2673 -6.3608
H 4.1123 2.8803 -5.5921
C -3.9428 -1.3657 0.2801
O -3.5802 -0.7166 1.2955
N -3.7873 -2.6295 0.1351
C -4.6001 -3.3454 -0.8318
C -2.9239 -3.4563 0.9900
H -4.5110 -0.9198 -0.5356
H -5.3435 -2.6861 -1.2685
H -5.1006 -4.1602 -0.3098
H -3.9793 -3.7556 -1.6146
H -2.5281 -4.2530 0.3666
H -2.1730 -2.8429 1.4677
H -3.5516 -3.9292 1.7530
C 0.9617 -5.0160 -1.8309
O 1.1930 -3.8756 -1.4404
N 0.0424 -5.3687 -2.7399
C -0.1544 -6.7457 -3.0861
C -0.6914 -4.3836 -3.4714
H 1.6212 -5.8622 -1.5778
H -1.1790 -6.9629 -3.3743
H 0.1003 -7.3823 -2.2369
H 0.5188 -7.0630 -3.8902
H -1.7595 -4.4943 -3.3258
H -0.3759 -3.3994 -3.1365
H -0.4575 -4.5095 -4.5299
C -1.5566 3.9183 3.7011
O -1.8535 2.8580 3.1427
N -0.3252 4.3608 3.7573
C -0.0211 5.5864 4.4945
C 0.6897 3.8397 2.8836
H -2.2785 4.5516 4.2216
H -0.0799 6.4818 3.8832
H 1.0014 5.4797 4.8577
H -0.6486 5.6229 5.3802
H 0.3936 2.8631 2.5117
H 0.8840 4.5802 2.1107
H 1.6152 3.7071 3.4487
C 0.0141 0.6816 5.2424
O -1.1104 0.5383 4.6711
N 0.2097 1.3568 6.3449
C 1.5395 1.5074 6.8957
C -0.8755 1.9827 7.1065
H 0.9319 0.3028 4.7920
H 1.6913 2.5547 7.1649
H 2.3214 1.1702 6.2254
H 1.6221 0.9630 7.8400
H -1.8615 1.6726 6.7859
H -0.7626 1.6876 8.1492
H -0.7788 3.0643 7.0023
```

**Total charge**: +2
**E_HOMO**: -12.7 eV
**Kohn-Sham gap**: 0.2270 hartree

Atomic partial charges in e from the Mulliken method, atoms 1 to 5: 2.0393 -1.0362 0.0792 -0.6755 0.3785

---

(2)
This record from OMol25 describes an isolated molecule of C6H9N. The level of theory is ωB97M-V with the def2-TZVPD basis set.

Structure (XYZ):
```
16
Properties=species:S:1:pos:R:3
C -0.0852 -1.6918 -1.5447
C -0.1319 -0.2880 -1.0509
C 0.1637 0.2616 0.0906
C 1.3852 0.6750 -1.0701
C 0.1188 0.8636 1.2975
C -1.1018 0.8064 2.0859
N -2.1346 0.1365 1.7339
H -0.0604 -1.7437 -2.6379
H -1.0319 -2.1309 -1.2121
H 0.7297 -2.3026 -1.1328
H 1.2075 1.7034 -1.3758
H 1.6740 0.0792 -1.9399
H 2.2222 0.5917 -0.3649
H 0.9853 1.3893 1.6811
H -1.0637 1.3951 3.0158
H -2.8768 0.2553 2.4244
```

**E_HOMO**: -7.4 eV
**Kohn-Sham gap**: 0.3018 hartree
**Relative energy (zero: lowest compared OMol25 entry of this formula, charge and spin)**: 467.0 kJ/mol

Atomic partial charges in e from the natural (NBO) method, atoms 1 to 5: -0.6617 -0.0179 0.1728 -0.5890 -0.4885

---

(3)
This record from OMol25 describes an isolated molecule of C5H9NO at a distorted geometry. The level of theory is ωB97M-V with the def2-TZVPD basis set.

Structure (XYZ):
```
16
Properties=species:S:1:pos:R:3
C -1.9678 1.3557 -0.6682
C -0.8906 0.2373 -0.4989
C 0.6227 -0.4496 -1.1069
N 1.0140 -0.3633 0.2698
C 1.7534 -1.2205 1.1596
C 0.0233 0.4979 0.6642
O 0.0093 1.2817 1.5865
H -1.5984 2.3498 -0.3871
H -2.7729 1.1508 0.0645
H -2.4636 1.4125 -1.6385
H -1.4139 -0.7124 -0.4005
H 0.7902 -1.4752 -1.5108
H 1.1186 0.2584 -1.7733
H 1.2769 -1.1243 2.1424
H 1.6973 -2.2728 0.8459
H 2.8014 -0.9261 1.2512
```

**SMILES**: C[C@H]1CN(C)C1=O
**E_HOMO**: -9.1 eV
**Kohn-Sham gap**: 0.3648 hartree
**Relative energy (zero: lowest compared OMol25 entry of this formula, charge and spin)**: 228.0 kJ/mol

Atomic partial charges in e from the natural (NBO) method, atoms 1 to 5: -0.6291 -0.2839 -0.1684 -0.4564 -0.4068

---

Q: Among the records above, which one has the highest Kohn-Sham gap?
A: C5H9NO

---

Q: What is the E_HOMO in the first record?
A: -12.7 eV

---

Repeat the third record exactly.
This record from OMol25 describes an isolated molecule of C5H9NO at a distorted geometry. The level of theory is ωB97M-V with the def2-TZVPD basis set.

Structure (XYZ):
```
16
Properties=species:S:1:pos:R:3
C -1.9678 1.3557 -0.6682
C -0.8906 0.2373 -0.4989
C 0.6227 -0.4496 -1.1069
N 1.0140 -0.3633 0.2698
C 1.7534 -1.2205 1.1596
C 0.0233 0.4979 0.6642
O 0.0093 1.2817 1.5865
H -1.5984 2.3498 -0.3871
H -2.7729 1.1508 0.0645
H -2.4636 1.4125 -1.6385
H -1.4139 -0.7124 -0.4005
H 0.7902 -1.4752 -1.5108
H 1.1186 0.2584 -1.7733
H 1.2769 -1.1243 2.1424
H 1.6973 -2.2728 0.8459
H 2.8014 -0.9261 1.2512
```

**SMILES**: C[C@H]1CN(C)C1=O
**E_HOMO**: -9.1 eV
**Kohn-Sham gap**: 0.3648 hartree
**Relative energy (zero: lowest compared OMol25 entry of this formula, charge and spin)**: 228.0 kJ/mol

Atomic partial charges in e from the natural (NBO) method, atoms 1 to 5: -0.6291 -0.2839 -0.1684 -0.4564 -0.4068

---

Q: Look up the E_HOMO of the third one.
A: -9.1 eV